Record 1
A cluster of 2 separate species, C5H12NO in total, computed with wB97M-V/def2-TZVPD.

Values from the calculation:
Energy above the lowest of the compared OMol25 structures with the same formula, charge and spin, kJ/mol: 105.9
Calculated total energy, eV: -8915.9663
2S+1: 1
HOMO energy, eV: -2.521
Max |F|, eV/Å: 0.61
Total charge: -1
HOMO-LUMO gap, eV: 6.4

Bonds (Å) are listed after each position.
CARTESIAN COORDINATES (ANGSTROEM)
1 O -1.18499 -0.02068 1.15484  C4 1.327
2 N -1.06139 -2.04763 -0.12031  C4 1.510, C5 1.458, H12 1.016
3 C 0.78490 1.70703 -0.21458  C6 1.503, C7 1.328, H17 1.085
4 C -1.86866 -1.05561 0.68193  O1 1.327, N2 1.510, H8 1.122, H10 1.121
5 C 0.01061 -2.60368 0.69630  N2 1.458, H9 1.096, H11 1.100, H16 1.096
6 C 2.02711 1.81210 -1.05336  C3 1.503, H15 1.093, H18 1.090, H19 1.098
7 C -0.26225 2.51215 -0.34990  C3 1.328, H13 1.090, H14 1.084
8 H -2.70328 -0.79414 -0.02075  C4 1.122
9 H 0.78912 -3.06745 0.08070  C5 1.096
10 H -2.35104 -1.69700 1.46499  C4 1.121
11 H 0.47617 -1.82622 1.31908  C5 1.100
12 H -0.64444 -1.52407 -0.88524  N2 1.016
13 H -0.25897 3.30600 -1.09724  C7 1.090
14 H -1.17378 2.24970 0.17534  C7 1.084
15 H 2.32453 0.82292 -1.41131  C6 1.093
16 H -0.40725 -3.38339 1.34341  C5 1.096
17 H 0.73790 0.95379 0.56490  C3 1.085
18 H 1.89397 2.50049 -1.88795  C6 1.090
19 H 2.87175 2.15570 -0.44086  C6 1.098


Record 2
The ion C5H12NO with charge -1 at a distorted geometry, computed with wB97M-V/def2-TZVPD.

Values from the calculation:
Energy above the lowest of the compared OMol25 structures with the same formula, charge and spin, kJ/mol: 198.3
Calculated total energy, eV: -8915.0088
2S+1: 1
HOMO energy, eV: -2.229
Max |F|, eV/Å: 4.68
SMILES: NCCCCC[O-]
Total charge: -1
HOMO-LUMO gap, eV: 6.2

Bonds (Å) are listed after each position.
CARTESIAN COORDINATES (ANGSTROEM)
1 O -2.25878 1.02351 1.81350  C3 1.465
2 N 0.21721 0.35885 -2.79788  C5 1.488, H11 1.017, H13 1.045
3 C -1.30767 -0.08376 1.68326  O1 1.465, C4 1.567, H15 1.152, H17 1.077
4 C 0.17360 0.42090 1.59569  C3 1.567, C7 1.606, H9 1.062, H16 1.035
5 C 0.00790 0.52395 -1.33377  N2 1.488, C6 1.538, H10 1.157, H19 1.069
6 C 0.43216 -0.74757 -0.57925  C5 1.538, C7 1.515, H8 1.136, H14 1.032
7 C 1.18914 -0.43847 0.69637  C4 1.606, C6 1.515, H12 1.159, H18 1.174
8 H 1.14012 -1.29549 -1.27813  C6 1.136
9 H 0.69751 0.68982 2.47980  C4 1.062
10 H -1.11224 0.58008 -1.04849  C5 1.157
11 H -0.52337 0.79807 -3.33907  N2 1.017
12 H 1.56678 -1.34742 1.30826  C7 1.159
13 H 0.29849 -0.66108 -3.01270  N2 1.045
14 H -0.40952 -1.31581 -0.39523  C6 1.032
15 H -1.49639 -0.71768 0.73983  C3 1.152
16 H 0.10737 1.32282 1.09181  C4 1.035
17 H -1.22130 -0.74318 2.53065  C3 1.077
18 H 2.13144 0.25871 0.63863  C7 1.174
19 H 0.36756 1.37376 -0.79328  C5 1.069


Record 3
The ion C5H12NO with charge -1 at a distorted geometry, computed with wB97M-V/def2-TZVPD.

Values from the calculation:
Energy above the lowest of the compared OMol25 structures with the same formula, charge and spin, kJ/mol: 89.3
Calculated total energy, eV: -8916.1385
2S+1: 1
HOMO energy, eV: -2.359
Max |F|, eV/Å: 1.89
SMILES: CCC[C@@H](N)C[O-]
Total charge: -1
HOMO-LUMO gap, eV: 6.3

Bonds (Å) are listed after each position.
CARTESIAN COORDINATES (ANGSTROEM)
1 O 1.71413 -2.29930 0.74456  C5 1.330
2 N 1.11030 0.28886 1.50397  C3 1.481, H10 1.019, H15 1.013
3 C 1.24823 -0.06269 0.07240  N2 1.481, C5 1.575, C7 1.532, H19 1.106
4 C -1.94390 0.54616 0.36128  C6 1.543, H8 1.113, H12 1.069, H18 1.087
5 C 1.01043 -1.60407 -0.14501  O1 1.330, C3 1.575, H11 1.150, H13 1.130
6 C -1.12006 0.62128 -0.94073  C4 1.543, C7 1.580, H9 1.083, H16 1.102
7 C 0.42414 0.91306 -0.77388  C3 1.532, C6 1.580, H14 1.072, H17 1.093
8 H -2.66193 -0.29761 0.46683  C4 1.113
9 H -1.21439 -0.28047 -1.53332  C6 1.083
10 H 0.24886 -0.14642 1.83232  N2 1.019
11 H 1.33707 -1.83148 -1.22401  C5 1.150
12 H -1.19487 0.46539 1.11915  C4 1.069
13 H -0.11437 -1.70172 -0.18052  C5 1.130
14 H 0.54126 1.93406 -0.46965  C7 1.072
15 H 1.75220 -0.11582 2.17548  N2 1.013
16 H -1.59946 1.33630 -1.62855  C6 1.102
17 H 0.78539 0.78166 -1.79667  C7 1.093
18 H -2.65877 1.35729 0.46991  C4 1.087
19 H 2.33574 0.09552 -0.05357  C3 1.106


Record 4
The ion C5H12NO with charge -1 at a distorted geometry, computed with wB97M-V/def2-TZVPD.

Values from the calculation:
Energy above the lowest of the compared OMol25 structures with the same formula, charge and spin, kJ/mol: 131.1
Calculated total energy, eV: -8915.7047
2S+1: 1
HOMO energy, eV: -2.112
Max |F|, eV/Å: 4.76
SMILES: CC(C)[C@H](N)C[O-]
Total charge: -1
HOMO-LUMO gap, eV: 6.1

Bonds (Å) are listed after each position.
CARTESIAN COORDINATES (ANGSTROEM)
1 O -1.72577 0.81504 -2.20622  C5 1.365
2 N -1.81737 0.27522 0.75747  C3 1.513, H12 1.024, H15 1.036
3 C -0.66604 0.33303 -0.22202  N2 1.513, C5 1.673, C6 1.482, H10 1.137
4 C 1.56468 -0.99331 -0.37611  C6 1.578, H11 1.080, H13 1.075, H14 1.105
5 C -1.20191 -0.32304 -1.66435  O1 1.365, C3 1.673, H17 1.082, H19 1.095
6 C 0.44349 -0.32339 0.50954  C3 1.482, C4 1.578, C7 1.557, H8 1.143
7 C 1.15303 0.66687 1.47946  C6 1.557, H9 1.072, H16 1.072, H18 1.089
8 H 0.07558 -1.17318 1.17927  C6 1.143
9 H 0.54986 0.96329 2.31448  C7 1.072
10 H -0.58986 1.44306 -0.45454  C3 1.137
11 H 2.03886 -0.13394 -0.82764  C4 1.080
12 H -2.67431 0.23389 0.19905  N2 1.024
13 H 2.29305 -1.45389 0.26666  C4 1.075
14 H 1.14141 -1.63851 -1.16758  C4 1.105
15 H -1.96219 1.22010 1.15606  N2 1.036
16 H 1.37802 1.52774 0.88198  C7 1.072
17 H -1.78853 -1.17342 -1.34309  C5 1.082
18 H 2.16158 0.41411 1.80225  C7 1.089
19 H -0.37357 -0.67968 -2.28467  C5 1.095


Record 5
The ion C5H12NO with charge -1 at a distorted geometry, computed with wB97M-V/def2-TZVPD.

Values from the calculation:
Energy above the lowest of the compared OMol25 structures with the same formula, charge and spin, kJ/mol: 206.6
Calculated total energy, eV: -8914.9227
2S+1: 1
HOMO energy, eV: -2.388
Max |F|, eV/Å: 4.70
SMILES: CC(C)CNC[O-]
Total charge: -1
HOMO-LUMO gap, eV: 6.0

Bonds (Å) are listed after each position.
CARTESIAN COORDINATES (ANGSTROEM)
1 O 3.78124 0.71621 0.59137  C5 1.309
2 N 1.57367 -0.13343 0.30452  C4 1.537, C5 1.641, H14 1.002
3 C -0.94435 -0.47938 0.01481  C4 1.573, C6 1.567, C7 1.519, H12 1.155
4 C 0.29851 0.40818 -0.36097  N2 1.537, C3 1.573, H8 1.046, H11 1.053
5 C 3.03146 0.21959 -0.35999  O1 1.309, N2 1.641, H9 1.120, H16 1.040
6 C -2.12636 -0.40222 -1.01058  C3 1.567, H15 1.184, H17 1.024, H18 1.057
7 C -1.33215 -0.00687 1.40501  C3 1.519, H10 1.089, H13 1.110, H19 1.084
8 H 0.31011 1.44425 -0.21731  C4 1.046
9 H 3.33660 -0.77830 -0.76796  C5 1.120
10 H -1.99856 0.85218 1.47356  C7 1.089
11 H 0.35601 0.44223 -1.41174  C4 1.053
12 H -0.68434 -1.60274 0.07244  C3 1.155
13 H -1.94607 -0.86737 1.74236  C7 1.110
14 H 1.48860 0.10809 1.27281  N2 1.002
15 H -3.14716 -0.88267 -0.65028  C6 1.184
16 H 2.81957 0.67798 -1.26928  C5 1.040
17 H -1.81871 -0.51393 -1.98091  C6 1.024
18 H -2.47516 0.59367 -0.94294  C6 1.057
19 H -0.52292 0.20453 2.09506  C7 1.084


Record 6
The ion C5H12NO with charge -1 at a distorted geometry, computed with wB97M-V/def2-TZVPD.

Values from the calculation:
Energy above the lowest of the compared OMol25 structures with the same formula, charge and spin, kJ/mol: 130.5
Calculated total energy, eV: -8915.7109
2S+1: 1
HOMO energy, eV: -2.689
Max |F|, eV/Å: 2.92
SMILES: CC(C)CNC[O-]
Total charge: -1
HOMO-LUMO gap, eV: 6.7

Bonds (Å) are listed after each position.
CARTESIAN COORDINATES (ANGSTROEM)
1 O 2.20207 1.04498 -1.48458  C6 1.304
2 N 1.64825 -0.05974 0.65751  C5 1.501, C6 1.624, H8 1.062
3 C -1.78342 -1.11675 -0.84093  C4 1.527, H9 1.109, H13 1.107, H16 1.066
4 C -0.92823 -0.64784 0.33344  C3 1.527, C5 1.540, C7 1.580, H17 1.084
5 C 0.53739 -0.68092 -0.13760  N2 1.501, C4 1.540, H14 1.175, H18 1.087
6 C 2.14901 1.22890 -0.19499  O1 1.304, N2 1.624, H11 1.130, H19 1.144
7 C -1.17546 0.76207 1.00177  C4 1.580, H10 1.085, H12 1.090, H15 1.115
8 H 2.40941 -0.79803 0.60608  N2 1.062
9 H -2.81545 -0.75206 -0.65961  C3 1.109
10 H -0.23206 1.26322 0.80953  C7 1.085
11 H 1.38213 1.96867 0.18083  C6 1.130
12 H -1.49179 0.66753 2.04029  C7 1.090
13 H -1.56601 -0.54958 -1.76672  C3 1.107
14 H 0.95070 -1.68357 -0.59107  C5 1.175
15 H -2.03251 1.27927 0.50998  C7 1.115
16 H -1.63217 -2.15463 -1.02950  C3 1.066
17 H -1.12895 -1.36231 1.12414  C4 1.084
18 H 0.50543 -0.03747 -1.01362  C5 1.087
19 H 3.00168 1.62826 0.45506  C6 1.144


2S+1 of number 5 (C5H12NO)? 1